The following is a DFT calculation (ωB97M-V/def2-TZVPD) of a structure of composition C25H23GeO5Ru.

The multiplicity is 2. The charge is +2. The value obtained for the HOMO energy (spin up / spin down) is -0.539 / -0.538 hartree. Its expectation value of S² is 0.76.

Element x y z (Å)
Ru1 0.0393 0.6885 -0.8250
O1 -2.3936 -1.7274 0.4225
C1 -1.3665 -1.5736 -0.1441
O2 -1.2591 -0.5605 -1.1039
C2 -0.0919 -2.3622 0.0267
C3 0.8409 -2.1984 -1.1729
C4 2.0453 -3.1198 -1.0569
C5 2.9057 -2.4139 0.0255
C6 2.0140 -1.2626 0.4448
O3 1.4355 -0.8608 -0.8758
C7 0.7723 -1.7549 1.1964
C8 0.0624 -0.6075 1.8733
O4 -0.3994 -0.5714 2.9603
O5 0.0098 0.5397 1.0750
H1 -0.3732 -3.3978 0.2110
H2 0.3556 -2.1712 -2.1419
H3 1.7305 -4.1187 -0.7616
H4 2.5782 -3.1965 -2.0007
H5 3.1552 -3.0516 0.8709
H6 3.8301 -2.0324 -0.4019
H7 2.5206 -0.4145 0.8975
H8 1.0119 -2.4828 1.9683
C9 0.2394 3.3969 2.2042
Ge1 0.1404 2.8907 0.3777
C10 1.6103 3.2085 -0.8029
C11 2.3446 2.2142 -1.4661
C12 3.2809 2.5609 -2.4317
C13 3.5014 3.8995 -2.7185
C14 2.8104 4.8880 -2.0311
C15 1.8617 4.5523 -1.0734
C16 -1.5782 3.1344 -0.4475
C17 -2.4866 3.8440 0.3490
C18 -3.7286 4.2294 -0.1315
C19 -4.1312 3.8256 -1.3931
C20 -3.3096 3.0175 -2.1982
C21 -3.7904 2.5273 -3.4336
C22 -3.0452 1.6669 -4.1951
C23 -1.7648 1.3139 -3.7641
C24 -1.2601 1.8327 -2.5883
C25 -2.0031 2.6697 -1.7446
H9 0.1311 4.4809 2.2748
H10 1.2161 3.1125 2.5928
H11 -0.5389 2.9029 2.7824
H12 2.2787 1.1569 -1.1992
H13 3.8547 1.7936 -2.9340
H14 4.2259 4.1755 -3.4726
H15 3.0099 5.9308 -2.2379
H16 1.3300 5.3425 -0.5551
H17 -2.2030 4.1357 1.3530
H18 -4.3862 4.8321 0.4786
H19 -5.1082 4.1124 -1.7611
H20 -4.7710 2.8357 -3.7722
H21 -3.4411 1.2754 -5.1209
H22 -1.1501 0.6533 -4.3615
H23 -0.1650 1.7217 -2.4679

natural (NBO) atomic charge list, values in e, 8 entries:
1 Ru 1.187
2 O -0.429
3 C 0.763
4 O -0.573
5 C -0.371
6 C 0.109
7 C -0.440
8 C -0.423

The following is a DFT calculation (ωB97M-V/def2-TZVPD) of the molecule C25H23N3O4.

The relative energy (zero: lowest compared OMol25 entry of this formula, charge and spin) comes out at 245.1 kJ/mol. The value obtained for the HOMO energy is -0.294 hartree. Its structure (SMILES) is COc1ccc(CC(=O)Nc2cccc(-c3nnc(-c4ccc(C)cc4)o3)c2)cc1OC.

Element x y z (Å)
C1 -5.7774 -3.3505 0.8989
O1 -5.9254 -2.0309 1.3706
C2 -5.2395 -0.9930 0.8108
C3 -5.3897 0.2127 1.4893
C4 -4.7733 1.3726 1.0645
C5 -3.9943 1.3563 -0.0791
C6 -3.2812 2.5889 -0.5597
C7 -1.7658 2.4391 -0.4147
O2 -1.1897 1.3849 -0.5380
N1 -1.1472 3.6320 -0.1672
C8 0.2179 3.8994 -0.0230
C9 0.6092 5.2325 0.1057
C10 1.9451 5.5622 0.2481
C11 2.9111 4.5751 0.2676
C12 2.5232 3.2417 0.1463
C13 3.5299 2.2060 0.1778
N2 4.8189 2.3680 0.2648
N3 5.3746 1.1510 0.2684
C14 4.4066 0.2825 0.1844
C15 4.5269 -1.1548 0.1637
C16 3.3946 -1.9638 0.0894
C17 3.5310 -3.3378 0.0810
C18 4.7861 -3.9322 0.1455
C19 4.9350 -5.4216 0.1201
C20 5.9115 -3.1142 0.2167
C21 5.7915 -1.7410 0.2265
O3 3.2019 0.8949 0.1220
C22 1.1816 2.8997 0.0009
C23 -3.8424 0.1628 -0.7710
C24 -4.4384 -1.0168 -0.3465
O4 -4.2843 -2.2055 -1.0175
C25 -3.3704 -2.2594 -2.0851
H1 -6.3894 -3.9587 1.5654
H2 -6.1376 -3.4588 -0.1261
H3 -4.7392 -3.6853 0.9536
H4 -6.0060 0.2060 2.3743
H5 -4.9059 2.2852 1.6265
H6 -3.4783 2.7421 -1.6255
H7 -3.6338 3.4643 -0.0128
H8 -1.7350 4.4529 -0.1177
H9 -0.1401 6.0121 0.0923
H10 2.2302 6.5988 0.3445
H11 3.9576 4.8070 0.3767
H12 2.4157 -1.5107 0.0418
H13 2.6492 -3.9600 0.0259
H14 3.9997 -5.9125 0.3772
H15 5.7074 -5.7433 0.8157
H16 5.2288 -5.7484 -0.8779
H17 6.8914 -3.5665 0.2669
H18 6.6569 -1.1004 0.2844
H19 0.8917 1.8669 -0.0953
H20 -3.2279 0.1648 -1.6553
H21 -2.3738 -1.9268 -1.7797
H22 -3.7096 -1.6618 -2.9378
H23 -3.3298 -3.3079 -2.3784

natural (NBO) atomic charge list, values in e, 8 entries:
1 C -0.240
2 O -0.511
3 C 0.320
4 C -0.258
5 C -0.213
6 C -0.029
7 C -0.512
8 C 0.698

The following is a DFT calculation (ωB97M-V/def2-TZVPD) of the molecule C25H23NO5.

The relative energy (zero: lowest compared OMol25 entry of this formula, charge and spin) comes out at 1798.3 kJ/mol. The value obtained for the HOMO energy is -0.275 hartree. Its structure (SMILES) is CC(COC(=O)c1ccccc1)(COC(=O)c1ccccc1)/[N+]([O-])=C/c1ccccc1.

Element x y z (Å)
C1 0.8968 3.4641 0.8789
C2 0.4726 2.2045 0.2966
C3 1.1388 1.8219 -1.0422
O1 2.2776 1.5183 -0.5506
C4 2.7975 0.2670 -0.8333
O2 2.0317 -0.6672 -1.1599
C5 4.2133 0.1269 -0.7369
C6 4.8350 -1.3041 -0.5948
C7 6.0764 -1.7401 -0.2283
C8 6.8898 -0.3443 0.1904
C9 6.2444 0.7361 0.4245
C10 5.0435 0.9690 0.0287
C11 0.5945 1.2818 1.4815
O3 0.2099 -0.1873 1.0447
C12 -0.9620 -0.6950 1.6945
O4 -1.3525 -0.4321 2.7021
C13 -1.3512 -2.0067 1.1510
C14 -0.5574 -2.6315 -0.1150
C15 -0.9238 -3.8851 -0.7550
C16 -2.1377 -4.3283 -0.4486
C17 -2.6268 -3.9471 0.6611
C18 -2.2926 -2.8406 1.3610
N1 -1.1077 2.1957 0.0668
O5 -1.7323 3.2491 0.5486
C19 -1.7727 1.0325 -0.5711
C20 -3.2774 0.9768 -0.5231
C21 -3.7844 -0.2908 -0.8938
C22 -5.0681 -0.3698 -1.3262
C23 -6.0118 0.6259 -0.9671
C24 -5.4654 1.7727 -0.4031
C25 -4.2104 2.2551 -0.2255
H1 2.0822 3.4079 0.8618
H2 0.6140 3.7850 1.6625
H3 0.6297 4.1563 0.1863
H4 0.5583 0.8808 -1.3302
H5 0.9638 2.5495 -1.7704
H6 4.0870 -2.1942 -0.9340
H7 6.4573 -2.6777 -0.3185
H8 7.9117 -0.6439 0.5219
H9 6.9091 1.5620 0.5354
H10 4.6043 2.1120 -0.0286
H11 1.6387 1.0935 1.5471
H12 -0.0559 1.3607 2.5850
H13 0.4624 -2.0387 -0.5161
H14 -0.2677 -4.0912 -1.6496
H15 -2.4831 -5.2231 -0.8324
H16 -3.6590 -4.2932 0.8818
H17 -2.8130 -2.4588 2.1717
H18 -1.1733 0.2006 -0.6743
H19 -3.0588 -0.9734 -1.1888
H20 -5.4044 -1.3602 -1.7022
H21 -6.9968 0.5096 -0.9483
H22 -6.1894 2.4105 -0.2463
H23 -3.9043 3.0986 0.0307

natural (NBO) atomic charge list, values in e, 8 entries:
1 C -0.578
2 C 0.096
3 C -0.087
4 O -0.516
5 C 0.765
6 O -0.577
7 C -0.192
8 C -0.150

The following is a DFT calculation (ωB97M-V/def2-TZVPD) of a structure of composition C25H24Cl2HfN5O3.

The relative energy (zero: lowest compared OMol25 entry of this formula, charge and spin) comes out at 0.0 kJ/mol. The charge is +3. The value obtained for the HOMO energy is -0.649 hartree.

Element x y z (Å)
Hf1 -0.0822 -1.1595 -0.0887
O1 -3.7899 -2.9783 0.1620
C1 -2.7515 -2.4425 0.4211
N1 -2.0150 -1.6405 -0.4687
C2 -2.6058 -1.4214 -1.7871
C3 -1.5350 -1.6387 -2.8149
C4 -1.8174 -1.9133 -4.1402
C5 -0.7744 -2.0911 -5.0304
C6 0.5353 -1.9877 -4.5706
C7 0.7460 -1.7045 -3.2443
N2 -0.2648 -1.5249 -2.3629
C8 -2.1035 -2.5462 1.7741
C9 -2.7543 -3.1488 2.8248
C10 -2.1474 -3.1313 4.0763
C11 -0.9190 -2.5027 4.2210
C12 -0.3148 -1.9425 3.1116
N3 -0.8860 -1.9681 1.8936
H1 -3.4644 -2.0748 -1.9400
H2 -2.9725 -0.3922 -1.8666
H3 -2.8475 -2.0004 -4.4588
H4 -0.9716 -2.3193 -6.0698
H5 1.3814 -2.1287 -5.2278
H6 1.7514 -1.6277 -2.8601
H7 -3.7204 -3.6034 2.6506
H8 -2.6310 -3.5900 4.9291
H9 -0.4225 -2.4441 5.1796
H10 0.6495 -1.4605 3.1999
O2 -0.6360 5.4175 2.3893
C13 -1.7319 4.5556 2.5277
C14 -1.3945 3.2588 1.8549
C15 -2.3084 2.2063 1.8294
C16 -1.9613 1.0303 1.2162
N4 -0.7621 0.8414 0.6129
C17 0.1072 1.8840 0.5963
C18 -0.1652 3.0779 1.2251
C19 1.3665 1.6494 -0.1503
C20 2.2246 2.6781 -0.4791
C21 3.4009 2.3986 -1.1655
C22 4.3633 3.4886 -1.5314
O3 3.8336 4.7051 -1.0827
C23 3.6668 1.0684 -1.4935
C24 2.7540 0.1023 -1.1570
N5 1.5942 0.3660 -0.5123
H11 -0.8355 6.2764 2.7802
H12 -2.6419 4.9476 2.0564
H13 -1.9693 4.3458 3.5780
H14 -3.2863 2.2958 2.2846
H15 -2.6478 0.1976 1.1812
H16 0.5461 3.8894 1.2375
H17 2.0054 3.7027 -0.2204
H18 4.5074 3.4663 -2.6186
H19 5.3293 3.2516 -1.0678
H20 4.4273 5.4309 -1.3078
H21 4.5755 0.7844 -2.0085
H22 2.9632 -0.9343 -1.3820
Cl1 2.3641 -2.2519 1.1352
C25 1.9640 -3.9542 0.7204
Cl2 0.5609 -3.9277 -0.3822
H23 1.7029 -4.4874 1.6267
H24 2.8106 -4.3783 0.1937

natural (NBO) atomic charge list, values in e, 8 entries:
1 Hf 2.361
2 O -0.487
3 C 0.647
4 N -0.903
5 C -0.284
6 C 0.266
7 C -0.218
8 C -0.065

The following is a DFT calculation (ωB97M-V/def2-TZVPD) of a structure of composition C25H24Cl3NO4PdSe2.

The relative energy (zero: lowest compared OMol25 entry of this formula, charge and spin) comes out at 1.1 kJ/mol. The value obtained for the HOMO energy is -0.288 hartree.

Element x y z (Å)
Pd1 -0.1919 -0.1106 0.4820
C1 -3.1788 -0.7065 2.3609
Se1 -1.8202 -1.6756 1.3818
C2 -0.7867 -2.2405 2.9507
C3 -0.1842 -1.1114 3.7713
Se2 1.4176 -0.3411 2.9577
C4 1.2075 1.4539 3.6607
H1 -3.5532 -1.3657 3.1414
H2 -3.9601 -0.4555 1.6509
H3 -2.7624 0.2041 2.7807
H4 -0.0251 -2.9205 2.5673
H5 -1.4781 -2.8268 3.5577
H6 0.0802 -1.4910 4.7578
H7 -0.8968 -0.2972 3.9011
H8 1.2520 1.4447 4.7468
H9 0.2740 1.8749 3.2943
H10 2.0338 2.0411 3.2662
Cl1 5.3411 0.2370 -4.2074
C5 4.0556 0.4709 -3.0607
C6 3.6878 1.7847 -2.6979
C7 2.6894 2.0043 -1.7993
C8 1.9781 0.9284 -1.1873
O1 1.0761 1.2230 -0.3256
C9 2.3490 -0.3926 -1.5823
C10 1.7212 -1.5703 -1.1047
O2 0.7508 -1.6873 -0.3313
C11 3.4029 -0.5863 -2.5175
H11 4.2113 2.6185 -3.1475
H12 2.4000 3.0091 -1.5187
H13 2.1369 -2.5159 -1.4710
H14 3.6760 -1.5962 -2.7972
Cl2 -1.2356 6.8041 -0.2687
C12 -1.8764 5.5967 -1.3471
C13 -2.9253 5.9939 -2.1602
C14 -3.4477 5.1316 -3.1060
C15 -2.8941 3.8704 -3.2389
C16 -1.8621 3.4775 -2.4099
Cl3 -1.1916 1.8957 -2.6503
C17 -1.3264 4.3044 -1.4073
N1 -0.2898 3.8654 -0.5994
C18 -0.1502 4.2536 0.7693
C19 1.0676 4.7701 1.1819
C20 1.2625 5.1630 2.4977
C21 0.2228 5.0466 3.4065
C22 -0.9868 4.5010 2.9973
C23 -1.1870 4.0797 1.6892
C24 -2.4514 3.3663 1.2966
C25 -2.1860 1.9321 0.8273
O3 -1.0439 1.4830 1.2590
O4 -2.9898 1.3181 0.1492
H15 -3.3095 6.9982 -2.0490
H16 -4.2636 5.4436 -3.7427
H17 -3.2599 3.1728 -3.9791
H18 0.0252 2.9165 -0.7815
H19 1.8510 4.8882 0.4441
H20 2.2150 5.5764 2.8040
H21 0.3539 5.3655 4.4327
H22 -1.7907 4.3788 3.7147
H23 -3.0007 3.8730 0.5024
H24 -3.1276 3.3060 2.1529

natural (NBO) atomic charge list, values in e, 8 entries:
1 Pd 0.873
2 C -0.790
3 Se 0.525
4 C -0.576
5 C -0.586
6 Se 0.265
7 C -0.781
8 H 0.221

The following is a DFT calculation (ωB97M-V/def2-TZVPD) of a structure of composition C25H24IN6OSn.

The charge is +1. The value obtained for the HOMO energy is -0.397 hartree.

Element x y z (Å)
Sn1 0.4541 -0.2269 0.1963
C1 -0.4248 -2.6722 -1.9429
N1 0.5592 -1.6521 -1.5732
C2 1.6641 -1.5509 -2.2331
C3 2.6480 -0.6245 -1.7989
C4 3.8969 -0.2692 -2.2929
C5 4.4180 0.6777 -1.4022
C6 3.4750 0.8472 -0.3942
N2 2.3972 0.0671 -0.6283
C7 -0.1669 -3.9759 -1.2264
C8 0.2100 -5.1067 -1.9377
C9 0.4817 -6.2976 -1.2759
C10 0.3853 -6.3621 0.1045
C11 0.0078 -5.2344 0.8233
C12 -0.2711 -4.0513 0.1599
H1 -0.3978 -2.8307 -3.0235
H2 -1.4176 -2.2916 -1.6934
H3 1.8474 -2.1667 -3.1132
H4 4.3636 -0.6566 -3.1845
H5 5.3724 1.1729 -1.4660
H6 3.5163 1.4814 0.4754
H7 0.2892 -5.0610 -3.0178
H8 0.7704 -7.1734 -1.8416
H9 0.5994 -7.2880 0.6211
H10 -0.0730 -5.2806 1.9016
H11 -0.5800 -3.1810 0.7309
C13 0.1291 3.1667 -2.8888
C14 0.5971 2.1023 -2.1471
N3 -0.2188 1.3898 -1.3553
C15 -1.4981 1.7407 -1.2508
C16 -2.0411 2.8316 -1.9115
C17 -1.2055 3.5308 -2.7725
C18 -3.4468 3.2313 -1.7168
C19 -4.1042 3.4015 -0.5685
C20 -3.6093 3.3280 0.8207
C21 -4.5048 3.4943 1.8708
C22 -3.9965 3.4404 3.1574
N4 -2.7029 3.2496 3.4042
C23 -1.9301 3.1180 2.3329
N5 -2.3061 3.1419 1.0626
H12 0.8033 3.7098 -3.5348
H13 1.6333 1.7935 -2.1786
H14 -2.1167 1.1370 -0.5994
H15 -1.5902 4.3774 -3.3276
H16 -3.9976 3.4329 -2.6298
H17 -5.1473 3.6871 -0.6444
H18 -5.5577 3.6603 1.6913
H19 -4.6434 3.5558 4.0191
H20 -0.8718 2.9620 2.5169
N6 1.7924 1.3157 4.4469
C24 2.0349 0.4271 3.4713
O1 1.9364 0.7111 2.2810
C25 2.4382 -0.9549 3.9113
I1 0.7510 -2.2539 3.7838
H21 1.5056 2.2479 4.1984
H22 1.8671 1.0760 5.4194
H23 2.7883 -0.9968 4.9376
H24 3.1879 -1.3478 3.2333

natural (NBO) atomic charge list, values in e, 8 entries:
1 Sn 1.397
2 C -0.263
3 N -0.629
4 C 0.168
5 C 0.025
6 C -0.222
7 C -0.318
8 C 0.004

Number 1: strongest force on any atom 0.0437 Eh/bohr, total energy -95614.414 eV. Number 2: strongest force on any atom 0.0320 Eh/bohr, total energy -38958.232 eV. Number 3: strongest force on any atom 0.2747 Eh/bohr, total energy -38009.207 eV. Number 4: strongest force on any atom 0.0097 Eh/bohr, total energy -66238.767 eV. Number 5: strongest force on any atom 0.0110 Eh/bohr, total energy -207735.574 eV. Number 6: strongest force on any atom 0.0032 Eh/bohr, total energy -51230.563 eV.